# C23H27AsN5PdS

A structure of composition C23H27AsN5PdS in a non-equilibrium geometry (wB97M-V/def2-TZVPD, the OMol25 dataset).

Element x y z (Å)
1 Pd 2.679 0.138 -1.132
2 As -1.759 3.747 0.763
3 S -2.402 5.511 1.704
4 N 1.736 -0.252 -3.123
5 N 2.470 -0.030 1.639
6 N 0.499 -0.751 -3.089
7 N 3.012 0.887 0.760
8 N 0.521 -0.922 -0.259
9 C -1.339 -5.324 -3.406
10 C 0.135 -0.624 1.035
11 C -1.826 3.897 -1.187
12 C 0.663 0.483 3.123
13 C 3.373 -0.829 2.217
14 C -0.833 -4.268 -1.199
15 C -1.138 -0.772 1.614
16 C -0.585 0.424 3.664
17 C -2.645 2.128 1.182
18 C -0.394 0.029 -3.721
19 C 0.260 1.097 -4.257
20 C 4.332 0.506 0.764
21 C 0.194 -1.994 -2.383
22 C 1.602 0.910 -3.805
23 C 1.086 -0.031 1.912
24 C -1.472 -0.371 2.909
25 C -0.369 -3.202 -0.405
26 C 4.584 -0.525 1.662
27 C -0.837 -4.206 -2.602
28 C -0.987 0.999 4.975
29 C 0.137 -1.992 -0.937
30 C 0.120 3.660 1.012
31 C -0.287 -3.037 -3.154
32 H 0.686 2.894 0.476
33 H -2.040 1.259 0.985
34 H 2.497 1.492 -4.102
35 H -1.150 -6.272 -2.894
36 H -1.388 4.831 -1.432
37 H -1.467 -0.187 -3.651
38 H -3.487 2.068 0.529
39 H 0.383 3.611 2.057
40 H 3.217 -1.629 2.907
41 H -1.195 2.097 4.840
42 H -1.278 3.080 -1.640
43 H 5.530 -0.933 1.968
44 H -1.281 -5.121 -0.753
45 H -2.440 -0.673 3.295
46 H 0.370 4.644 0.621
47 H -0.140 0.972 5.682
48 H -2.873 3.959 -1.481
49 H -1.889 -1.385 1.121
50 H -0.313 -2.848 -4.221
51 H 4.995 1.096 0.151
52 H -0.914 -5.431 -4.408
53 H -2.414 -5.256 -3.462
54 H 1.455 1.017 3.628
55 H -2.801 2.185 2.291
56 H -1.934 0.537 5.269
57 H -0.243 1.902 -4.765
58 H -0.419 -3.191 0.717

Output
Net charge = -1
LUMO level = 2.83 eV
Total energy = -3928.2159 Eh
Orbital gap = 5.67 eV
HOMO level = -2.836 eV